157
Properties=species:S:1:pos:R:3:forces:R:3 method="wB97M-V/def2-TZVPD" charge=+5 e_above_lowest_kj_mol=0.00
S -8.5419 -2.6010 -1.8926 -4.596 1.198 -2.481
S 0.5093 -0.4809 0.5402 12.900 -1.200 1.466
S -7.1370 -4.1525 -0.6720 1.776 -2.543 0.978
S -1.5716 0.2601 1.3965 -2.823 0.709 1.991
F -3.0820 -0.0384 0.9380 1.041 0.395 -0.428
F -8.6898 -2.1772 -3.4591 0.012 0.055 0.649
F 1.2833 -0.4871 -0.8765 0.086 -0.126 -0.748
F -5.5436 -4.2255 -0.4919 0.365 0.666 -0.378
O -1.4582 1.6969 1.5364 -0.307 -1.522 -0.600
O 7.1604 -6.7642 -6.2056 3.464 3.696 7.838
O -1.5128 -0.5305 2.6284 0.748 0.997 -2.615
O 7.5653 0.1515 3.8839 -0.970 1.356 4.353
O 0.8307 -1.7797 1.0236 -0.253 -0.599 0.625
O -12.3643 1.1517 7.1525 9.112 0.964 -2.609
O -2.0022 -8.7160 -2.1957 1.649 -2.216 3.708
O 1.2260 0.6263 1.1707 -1.397 -0.792 0.038
O -9.6289 -3.5557 -1.6927 1.662 1.297 0.043
O -7.5676 -3.5991 0.5843 0.043 0.984 -1.182
O -8.6188 -1.3430 -1.2096 0.416 -0.325 -0.050
O 1.2754 6.6488 2.9103 -2.345 2.160 3.238
O -7.4198 -5.5517 -0.8057 -0.298 0.648 -1.017
O -3.1184 0.7222 -5.9889 -0.575 -2.450 3.575
O 3.4496 3.8744 -4.9375 1.883 9.111 2.775
N -11.0198 1.2729 6.7264 -8.930 0.338 0.700
N 3.6905 5.2139 -4.4481 -2.175 -8.672 0.542
N 7.4939 -0.0322 6.2767 -0.205 -1.307 -1.029
N -0.7854 -0.2795 0.0044 -9.886 2.282 0.067
N -3.2784 -0.8303 -4.1213 1.436 -1.047 -1.867
N -7.1439 -3.2419 -2.1008 1.021 -1.801 3.401
N 0.3080 8.5603 3.9306 0.201 -0.523 -1.130
N 7.6696 -6.1296 -5.0640 -2.947 -1.327 -7.531
N -0.8892 -9.7751 -0.2761 -0.959 2.041 1.403
C 7.1714 0.6328 4.9484 -0.585 0.149 -4.015
C -1.9529 -9.6371 -1.3807 -1.707 1.326 -4.499
C 0.6133 7.0894 3.8581 1.908 -3.054 -2.378
C 9.5050 -5.6946 -3.4097 -1.470 0.268 0.161
C -11.4557 3.8035 6.7416 -0.126 -0.502 -0.222
C 2.7076 7.5043 -3.7505 0.867 0.354 -0.314
C -8.2772 1.6736 6.0027 0.306 -0.890 0.740
C 6.1876 5.0068 -4.4436 -0.248 -1.215 0.926
C 7.9060 -1.5107 6.1007 0.129 1.126 0.947
C -8.7745 0.5100 6.8784 1.003 -0.573 -1.191
C -0.8356 -8.4263 0.5876 0.883 -0.470 -1.341
C 9.1374 -6.0891 -4.8592 2.085 -2.038 1.859
C 4.9689 5.4335 -3.6266 1.083 2.618 -0.736
C 8.7521 -4.4354 -2.9625 0.946 -0.326 1.400
C -2.9657 -10.7499 -1.5089 -0.793 -0.017 0.821
C 5.1063 6.9856 -3.3406 -0.207 0.153 0.499
C 9.6567 -7.5815 -4.9253 -0.650 0.193 -1.734
C 6.7688 -5.0597 -4.4337 -1.325 -1.184 1.773
C 1.6177 5.3567 -3.0153 0.367 -1.151 0.266
C -10.9251 2.5732 4.5523 -0.308 0.439 0.000
C -0.0152 6.2603 4.9834 0.038 1.227 -1.114
C -0.1813 9.2269 2.6018 0.287 0.057 1.206
C 6.2283 1.8527 5.0750 0.641 -0.391 0.391
C -9.0776 2.9203 6.3033 -0.043 -1.057 -0.576
C -10.6366 -0.9130 7.7827 0.092 -0.425 -0.251
C 1.6469 6.0758 -5.4300 -0.798 -0.647 -1.851
C 2.4177 6.0345 -4.1779 -0.219 1.084 0.877
C -10.4254 -0.6515 5.2332 -0.573 -0.179 -0.068
C 9.7990 -5.0506 -5.7819 -0.179 -0.218 -1.052
C 6.7384 -3.8439 -5.3935 0.312 0.011 -0.978
C -10.6461 2.6499 6.0845 1.430 1.254 0.538
C 5.0085 4.6858 -2.2684 -2.087 -1.691 -0.158
C -4.2278 1.5251 -4.0572 -0.179 -0.141 0.805
C 3.8564 7.7030 -2.8077 0.648 -1.593 0.435
C -10.1937 0.0503 6.6281 -0.834 -0.515 1.366
C -3.5074 0.4682 -4.8487 0.019 3.663 -3.272
C -2.5101 -1.8460 -5.0091 -0.112 0.299 0.159
C 5.3130 -5.6283 -4.2920 0.531 -0.154 -1.137
C 7.2820 -4.7600 -2.9800 0.449 0.684 -0.916
H 4.8652 3.6195 -2.4429 0.322 -0.238 -0.359
H -11.0786 4.7928 6.4826 0.612 -0.284 -0.345
H -0.0676 5.2375 4.6100 0.093 0.039 0.509
H 5.7851 7.0644 -2.4914 0.472 -0.284 -0.274
H 8.9947 -3.4566 -3.3761 0.227 -0.295 -0.466
H -11.9808 2.3775 4.3649 0.098 -0.391 -0.009
H 1.1485 9.0359 4.2262 0.777 0.291 -0.178
H 8.9913 -4.3612 -1.9016 0.166 0.408 0.125
H -2.3528 -2.7706 -4.4536 -0.271 0.203 0.061
H -7.2328 1.8198 6.2785 0.048 0.249 0.119
H 4.6827 -4.8270 -3.9063 0.157 -0.178 0.327
H 5.5700 7.5607 -4.1420 -0.108 -0.402 -0.384
H 6.7159 2.6657 5.6130 0.487 0.111 -0.204
H -11.3819 3.7580 7.8281 -0.300 -0.211 -0.025
H -1.1220 8.7969 2.2580 -0.028 0.119 0.542
H -0.5800 -7.6193 -0.0991 -0.604 -0.143 -0.239
H -8.1939 -0.3632 6.5810 0.224 -0.126 0.326
H 10.5715 -5.7901 -3.2063 0.147 0.744 -0.719
H -4.3099 2.5060 -4.5253 0.268 -0.482 -0.648
H -3.8444 -10.4109 -2.0576 0.330 0.594 -0.147
H 6.6617 -0.0181 6.8489 -0.515 0.178 0.267
H 1.0391 4.4721 -3.2814 0.095 0.073 -0.824
H -8.6821 3.6773 5.6260 -0.807 0.383 -0.057
H -11.7002 -1.1512 7.7723 0.226 -0.368 -0.585
H -8.6227 0.6540 7.9481 0.029 0.320 -0.063
H -9.9784 -1.7770 7.6904 -0.450 -0.369 -0.400
H 5.8767 2.2119 4.1078 0.315 -0.300 0.037
H -3.3959 -11.0268 -0.5464 0.359 -0.364 0.233
H -1.1955 -10.4833 0.3755 -0.495 -0.463 0.214
H -1.5464 -1.4142 -5.2793 -0.193 0.156 0.221
H -0.2886 8.6727 4.7378 -0.948 0.427 -0.044
H 4.9012 -5.8928 -5.2659 0.116 0.173 -0.169
H -10.4715 -0.6681 8.8319 0.330 1.200 -0.196
H -10.1711 -0.0806 4.3402 0.063 0.202 0.387
H -1.8146 -8.3048 1.0513 0.280 -0.059 -0.023
H -4.1278 -1.2365 -3.7559 -0.920 -0.201 -0.057
H 10.8670 -5.2590 -5.8456 -0.065 -0.379 0.128
H 0.4816 6.4245 5.9396 0.475 -0.386 -0.100
H 3.0209 8.1341 -4.5831 -0.533 -0.306 -0.658
H -2.6766 -11.6390 -2.0691 0.715 -0.016 0.294
H 7.1961 -5.5450 -2.2286 -0.752 -0.474 -0.565
H 2.3231 6.3875 -6.2261 -0.212 -0.044 -0.256
H -3.0600 -2.0153 -5.9348 -0.190 0.057 0.324
H -5.2453 1.2145 -3.8200 -0.068 -0.226 0.148
H 9.1552 -6.5009 -2.7650 -0.382 -0.067 0.133
H 0.8020 6.7640 -5.4542 0.220 0.203 0.537
H 1.2165 5.1016 -5.6619 0.211 -0.045 -0.184
H 6.0270 3.9544 -4.6778 0.176 0.042 -0.600
H 9.5058 -7.9578 -5.9371 -0.137 -0.194 0.024
H 9.7405 -4.0223 -5.4252 -0.424 -0.169 0.090
H -8.1988 1.3947 4.9519 -0.519 -0.031 -0.086
H 7.2693 -2.9289 -5.1310 -0.013 -0.248 0.817
H -0.2293 10.2551 2.9605 -0.425 0.109 -0.829
H -2.7272 -0.6534 -3.2936 0.441 0.313 0.529
H 5.8981 4.7559 -1.6425 0.150 0.728 -0.637
H 3.7065 7.1918 -1.8568 -0.511 0.458 0.403
H 7.0375 -2.0504 5.7233 0.395 0.128 -0.396
H -8.7404 3.2065 7.2995 -0.908 0.246 0.277
H 6.4877 5.6211 -5.2925 -0.265 -0.062 0.185
H 0.5496 9.0873 1.8053 0.255 -0.038 0.520
H -11.4468 -1.0153 5.1215 -0.328 0.586 0.230
H 9.3862 -5.1334 -6.7873 0.121 0.140 -0.072
H 0.0226 -8.4295 1.2596 -0.400 -0.693 0.305
H 9.0836 -8.1992 -4.2339 -0.029 0.097 -0.031
H 8.0981 -1.8395 7.1220 0.237 -0.201 -0.178
H 4.1250 4.8638 -1.6554 0.219 0.669 0.115
H 8.1827 0.4962 6.7928 0.629 0.258 0.139
H -10.7642 3.5723 4.1475 -0.015 0.329 0.451
H 2.2546 4.9391 -2.2356 0.052 0.583 0.172
H 0.0088 -10.1317 -0.5703 0.568 0.418 -0.692
H 7.1888 -4.0782 -6.3581 -0.154 -0.303 -0.042
H 10.7159 -7.7542 -4.7344 -0.024 0.758 0.274
H 0.8922 6.0523 -2.5936 0.374 0.250 -0.090
H -9.9061 -1.6060 5.1479 0.689 0.237 0.602
H 6.7316 -3.9028 -2.5924 -0.296 -0.039 -0.247
H 5.3654 1.6922 5.7213 -0.126 -0.650 -0.101
H -1.0022 6.6841 5.1684 -0.375 -0.323 -0.164
H 8.8145 -1.4727 5.4995 -0.383 -0.523 -0.092
H -12.4855 3.8470 6.3870 -0.096 -0.425 0.351
H -3.7168 1.7246 -3.1153 0.014 -0.328 0.286
H 5.6989 -3.6037 -5.6168 0.052 0.019 0.198
H 6.9413 4.9585 -3.6576 0.523 0.366 -0.474
H 4.1026 8.7532 -2.6512 -0.216 -0.088 0.089
H -10.2636 1.9862 3.9151 -0.147 -0.491 0.553
H 5.2503 -6.5545 -3.7208 0.192 0.313 0.413
H 1.7816 7.9272 -3.3611 -0.056 -0.197 -0.136

63
Properties=species:S:1:pos:R:3:forces:R:3 method="wB97M-V/def2-TZVPD" charge=+1 spin_multiplicity=2 s_squared=1.1637 e_above_lowest_kj_mol=64.47
V -0.0750 0.6269 -0.5966 -0.547 1.217 0.348
P 0.6834 3.7432 -1.0425 0.075 -0.014 -0.014
F -0.5655 4.5269 -0.4757 -0.008 -0.048 -0.005
F 0.4307 4.2989 -2.4938 -0.015 -0.004 0.083
F 1.7839 2.7230 -1.6124 -0.033 0.060 -0.006
F -3.5798 2.9428 2.4881 -0.005 0.012 0.004
F 1.7366 4.7944 -0.5875 -0.057 -0.027 0.034
F -0.9398 0.0596 5.0034 0.048 -0.008 -0.009
F -0.5028 2.4114 -1.4438 0.225 -0.255 -0.162
F 0.7351 2.8829 0.3704 0.139 -0.032 0.014
N 1.0405 -0.9981 -2.8675 0.047 0.102 0.093
N 0.3349 -2.2307 -0.8601 0.043 0.133 0.003
N -5.1954 -0.9189 -2.3134 0.096 0.064 0.024
N 1.0156 -1.6119 2.0454 -0.015 -0.074 0.098
N 0.2964 0.0935 -2.5903 -0.053 -0.254 0.100
N -4.1459 1.1838 -2.4777 0.040 0.031 0.002
N -4.1635 -0.0457 -2.0268 -0.044 -0.037 -0.023
N 2.3941 -0.8470 -0.7719 -0.130 0.018 -0.071
N 1.7960 0.2070 -0.1533 0.107 0.138 -0.132
N -2.3133 0.6323 -1.3819 0.011 -0.085 0.027
N -0.4977 -1.2904 -0.3471 -0.142 -0.647 0.097
N -3.1125 -0.4222 -1.3824 0.106 -0.017 0.003
C 1.6147 -0.3172 3.9577 0.102 0.013 -0.098
C 0.7596 -0.6245 2.9000 -0.100 0.041 -0.018
C 3.9534 0.1917 0.4139 -0.005 0.003 0.000
C -0.4738 0.2040 2.6946 0.155 0.154 -0.034
C -2.5895 2.0505 2.5621 0.000 0.055 -0.008
C 2.7468 0.8355 0.5688 -0.072 0.009 0.143
C -1.2241 -3.3052 0.2827 0.009 0.004 -0.013
C -2.9595 1.5950 -2.0560 -0.056 0.080 -0.012
C 3.0170 -2.1167 3.2605 -0.007 0.025 0.019
C -1.4342 -1.9436 0.3550 -0.039 0.077 0.029
C 0.5075 -0.0849 -4.8049 0.022 -0.026 0.017
C 2.1146 -2.3371 2.2339 0.001 -0.006 -0.002
C 3.6803 -0.8654 -0.4496 0.029 -0.099 0.028
C 2.7601 -1.0735 4.1340 -0.017 0.018 0.029
C -0.0820 -3.4376 -0.4910 0.026 -0.075 -0.005
C 1.1835 -1.1242 -4.1878 0.041 -0.008 -0.044
C -1.2253 0.5942 3.8068 -0.033 -0.092 0.103
C -0.8940 0.7871 1.4963 0.169 -0.328 -0.675
C -2.2799 1.4858 3.7772 0.048 -0.004 -0.079
C -1.9209 1.7055 1.3973 -0.011 0.025 0.152
C -0.0314 0.6514 -3.7597 -0.022 0.118 0.035
B 1.5685 -1.8057 -1.6762 0.013 -0.098 0.020
H 3.4368 -0.8472 4.9471 0.016 -0.016 -0.002
H 4.3257 -1.6324 -0.8449 0.014 -0.001 -0.008
H 4.8983 0.4527 0.8541 0.012 -0.003 0.009
H 3.8913 -2.7429 3.3675 0.010 -0.007 -0.001
H 2.4954 1.7050 1.1502 0.031 0.020 -0.020
H -5.3390 -1.5093 -1.5013 -0.073 0.008 -0.033
H 1.4034 0.5083 4.6197 -0.052 0.021 0.025
H 2.2202 -2.7465 -2.0085 0.023 0.004 -0.025
H -2.1977 2.2138 0.4856 -0.040 -0.069 0.005
H -2.5815 2.5852 -2.2299 -0.004 0.019 -0.006
H 1.7630 -1.9331 -4.5991 0.001 -0.018 -0.016
H -2.1961 -1.3957 0.8786 -0.020 -0.023 0.008
H -2.8174 1.7337 4.6804 -0.021 0.005 -0.001
H 0.4610 -4.3144 -0.8021 0.005 -0.018 -0.003
H 2.2790 -3.1416 1.5245 -0.001 -0.019 -0.014
H -6.0129 -0.3536 -2.5171 -0.014 -0.050 0.030
H -1.8009 -4.0861 0.7426 -0.014 -0.016 0.006
H -0.6052 1.5617 -3.7879 -0.017 -0.001 -0.023
H 0.4293 0.1155 -5.8574 0.001 0.004 -0.026

17
Properties=species:S:1:pos:R:3:forces:R:3 method="wB97M-V/def2-TZVPD" smiles=C#CC1(CC)CC1 e_above_lowest_kj_mol=446.28
C -0.6755 1.2863 0.9471 -0.334 0.379 -1.251
C -1.2329 -0.4880 -0.8706 0.048 -0.327 -0.214
C 2.0157 0.4612 -0.0593 0.004 -0.026 0.010
C -1.5376 -1.1170 0.4654 -0.076 -0.215 0.235
C -0.4534 -0.1087 0.3883 0.106 -0.273 -0.063
C 0.9923 -0.5390 0.4913 0.025 -0.131 -0.048
C -0.9110 1.9727 -0.0429 0.038 0.926 0.659
H 1.8319 0.7280 -1.1086 -0.100 -0.139 0.187
H -1.9990 0.1602 -1.3052 0.390 -0.108 0.358
H -1.0406 2.4311 -0.9977 -0.111 0.528 0.250
H -2.4619 -0.8133 0.9458 0.116 -0.124 -0.027
H 1.0651 -1.4784 -0.0665 0.166 -0.058 0.170
H 3.0169 0.0211 -0.0053 -0.110 0.100 0.002
H -0.7055 -1.0598 -1.6213 0.020 -0.247 0.058
H -1.2238 -2.1391 0.6396 -0.142 -0.045 -0.012
H 1.2137 -0.7379 1.5508 -0.009 -0.037 -0.250
H 2.0198 1.3927 0.5177 -0.032 -0.203 -0.064